# 1
DFT (wB97M-V/def2-TZVPD) results for the molecule C3H6N2S3 in a non-equilibrium geometry.

Properties
LUMO energy ... -0.6477 eV
SMILES string ... CSC(=S)NC(N)=S
Frontier orbital gap ... 7.98 eV
Energy above the lowest of the compared OMol25 structures with the same formula, charge and spin ... 97.0 kJ/mol

```
14
Properties=species:S:1:pos:R:3:forces:R:3
C -2.32236 -1.68622 1.21014 -0.992 -1.484 1.602
S -0.98754 -0.47588 1.69724 -0.655 0.101 -1.318
C -0.27136 0.04151 0.09433 -1.317 -2.485 -1.567
S -0.85711 -0.74369 -1.29956 1.035 1.531 1.033
N 0.79493 0.86958 0.21841 -1.182 0.096 3.782
C 1.80597 1.38113 -0.54619 2.582 0.411 1.155
N 1.87399 1.11428 -1.84763 1.505 1.491 0.491
S 3.09678 2.16559 0.38698 -2.003 -0.946 -1.732
H -1.89762 -2.43843 0.50324 -0.039 0.407 1.003
H -2.68885 -2.18936 2.28116 1.298 1.270 -2.816
H -3.28015 -1.38344 0.69446 1.294 0.695 0.699
H 0.93163 1.07306 1.26419 0.314 0.121 -2.231
H 1.12006 0.70008 -2.34123 -0.681 -0.472 -0.457
H 2.68164 1.57178 -2.31554 -1.160 -0.735 0.357
```
Positions in Å, forces in eV/Å.

Atomic partial charges in e from the Mulliken method, atoms 1 to 8: number 1, C, carries -0.820; number 2, S, carries -0.067; number 3, C, carries 0.382; number 4, S, carries -0.386; number 5, N, carries -0.240; number 6, C, carries 0.306; number 7, N, carries -0.299; number 8, S, carries -0.404

# 2
DFT (wB97M-V/def2-TZVPD) results for the ion C6H12N with charge +1 in a non-equilibrium geometry.

Properties
LUMO energy ... -4.6203 eV
SMILES string ... C=C=[NH+]C(C)(C)C
Charge ... +1
Frontier orbital gap ... 11.17 eV
Energy above the lowest of the compared OMol25 structures with the same formula, charge and spin ... 283.7 kJ/mol

```
19
Properties=species:S:1:pos:R:3:forces:R:3
C -2.70953 1.49560 0.78954 3.617 -1.863 -2.024
C -1.55573 1.29203 0.14955 1.284 -1.113 -0.469
N -0.41474 0.99938 -0.44204 -2.664 3.232 0.306
C 0.48117 -0.20446 -0.27304 -0.152 -1.569 1.648
C -0.25519 -1.34307 0.51625 0.116 3.046 -0.517
C 1.01531 -0.74893 -1.58855 -1.241 2.370 1.013
C 1.63855 0.19600 0.68068 0.491 0.139 -4.952
H -3.50856 0.83864 0.49899 -0.792 0.477 -0.310
H -2.56683 1.87142 1.76106 -0.360 0.806 1.179
H -0.03371 1.83060 -1.02263 -0.663 -1.873 0.818
H -0.74398 -0.94800 1.40199 0.241 -0.051 0.356
H -1.00247 -1.77469 -0.07655 -0.816 -1.149 -0.898
H 0.58725 -1.92004 0.75259 0.467 -1.637 0.555
H 0.38784 -1.41221 -2.06935 -1.227 -2.034 -0.476
H 1.95412 -1.09657 -1.31439 1.738 -0.944 -0.396
H 1.02326 0.03449 -2.29836 0.921 1.138 -0.822
H 2.36613 -0.56103 0.77556 0.386 -1.234 0.401
H 2.19536 1.01146 0.26972 0.238 0.931 -0.128
H 1.14175 0.43936 1.48897 -1.585 1.331 4.717
```
Positions in Å, forces in eV/Å.

Atomic partial charges in e from the Mulliken method, atoms 1 to 8: number 1, C, carries -0.596; number 2, C, carries 0.435; number 3, N, carries -0.114; number 4, C, carries 1.153; number 5, C, carries -1.619; number 6, C, carries -1.585; number 7, C, carries -1.824; number 8, H, carries 0.314

# 3
DFT (wB97M-V/def2-TZVPD) results for the molecule C4H8O2 in a non-equilibrium geometry.

Properties
LUMO energy ... 0.7874 eV
SMILES string ... OCC1(O)CC1
Frontier orbital gap ... 9.97 eV
Energy above the lowest of the compared OMol25 structures with the same formula, charge and spin ... 257.3 kJ/mol

```
14
Properties=species:S:1:pos:R:3:forces:R:3
O -1.85889 0.43907 0.85935 0.391 -0.427 -0.425
C -1.24932 -0.04186 -0.33731 1.145 0.071 0.533
C 0.30971 -0.06862 -0.33125 -0.759 -1.103 -1.116
O 0.81462 -0.38379 -1.62148 -1.730 -0.148 -1.098
C 1.21916 0.69644 0.53787 -1.158 2.012 0.053
C 0.98100 -0.74840 0.76641 -0.788 -1.411 0.823
H -1.99167 1.37610 0.78364 -0.015 0.643 0.020
H -1.61758 -1.10479 -0.36750 0.365 1.031 -0.786
H -1.41455 0.61391 -1.21521 -0.932 -0.601 0.236
H 0.02697 -0.68289 -2.16208 1.513 0.395 0.748
H 0.68240 1.42674 1.12380 0.133 0.050 0.551
H 2.08238 1.14858 0.04244 0.081 -0.811 0.362
H 1.74945 -1.40365 0.49629 1.157 -0.777 -0.512
H 0.26631 -1.26686 1.42502 0.597 1.077 0.611
```
Positions in Å, forces in eV/Å.

Atomic partial charges in e from the Mulliken method, atoms 1 to 8: number 1, O, carries -0.497; number 2, C, carries -1.079; number 3, C, carries 1.340; number 4, O, carries -0.571; number 5, C, carries -0.739; number 6, C, carries -0.837; number 7, H, carries 0.289; number 8, H, carries 0.318

# 4
DFT (wB97M-V/def2-TZVPD) results for the ion C13H16F8N3O with charge +1.

Properties
LUMO energy ... -4.7694 eV
SMILES string ... CCN[n+]1cc(CCOCC(F)(F)C(F)(F)C(F)(F)C(F)F)ccn1
Charge ... +1
Frontier orbital gap ... 8.69 eV

```
41
Properties=species:S:1:pos:R:3:forces:R:3
C 5.60334 -2.30864 0.10642 -0.178 -0.095 0.079
C 4.12390 -2.06540 -0.23440 0.182 -0.314 0.021
N 3.91281 -1.03392 -1.27961 -0.028 0.134 -0.008
N 3.53995 0.20958 -0.79141 0.240 0.162 0.028
C 2.29480 0.36630 -0.35542 -0.242 -0.024 0.096
C 1.86926 1.59693 0.13134 0.097 0.163 0.128
C 0.47491 1.85697 0.61901 -0.159 0.096 -0.120
C -0.39770 0.65237 0.94521 0.017 -0.050 -0.206
O -1.72973 1.10075 0.86477 0.056 0.354 0.333
C -2.67552 0.34582 1.57395 -0.021 -0.005 -0.201
C -3.19888 -0.84196 0.73550 -0.161 -0.103 0.117
F -2.53961 -0.92261 -0.43646 0.041 -0.019 -0.187
F -2.95025 -1.99621 1.40877 -0.002 -0.059 0.044
C -4.72899 -0.82246 0.47965 0.121 0.070 -0.159
F -5.15188 -2.03078 0.07208 0.016 -0.190 -0.064
F -5.29480 -0.56935 1.67554 -0.105 0.046 0.183
C -5.24117 0.23156 -0.54544 0.018 -0.177 0.001
F -4.41890 1.29788 -0.50763 0.189 0.129 -0.060
F -6.45817 0.63180 -0.14246 -0.244 0.136 0.074
C -5.42812 -0.26752 -1.99698 0.029 0.106 0.021
F -4.36790 -0.98033 -2.41729 0.163 -0.104 0.036
F -5.53210 0.81944 -2.78604 -0.093 0.084 0.008
C 2.80982 2.61198 0.08704 0.037 0.012 -0.010
C 4.07675 2.34737 -0.42002 -0.145 0.146 0.077
N 4.45291 1.15568 -0.83748 -0.053 -0.339 -0.111
H 5.82322 -2.06577 1.14413 0.050 0.114 -0.042
H 5.85370 -3.35786 -0.03720 0.035 0.025 -0.027
H 6.25776 -1.72072 -0.53568 0.073 0.023 0.034
H 3.66988 -2.98196 -0.60558 -0.044 0.056 -0.041
H 3.56197 -1.77548 0.65228 -0.071 0.067 -0.034
H 4.75801 -0.86731 -1.81580 0.004 -0.031 -0.024
H 1.65521 -0.49972 -0.42548 0.104 -0.060 -0.074
H -0.04474 2.41830 -0.16508 0.021 -0.013 -0.016
H 0.52595 2.52885 1.47700 -0.008 -0.002 0.002
H -0.17693 0.27329 1.94750 0.038 -0.100 0.008
H -0.24799 -0.14977 0.21511 0.004 -0.097 0.080
H -2.26355 -0.07355 2.49407 0.043 0.004 0.037
H -3.48998 1.01463 1.83558 -0.017 0.009 -0.026
H -6.33790 -0.86116 -2.07740 0.002 -0.083 0.020
H 2.58052 3.61302 0.42715 -0.077 -0.022 0.027
H 4.83014 3.12000 -0.47926 0.068 -0.052 -0.045
```
Positions in Å, forces in eV/Å.

Atomic partial charges in e from the Mulliken method, atoms 1 to 8: number 1, C, carries -1.099; number 2, C, carries -0.242; number 3, N, carries -0.715; number 4, N, carries 1.142; number 5, C, carries -0.244; number 6, C, carries 0.339; number 7, C, carries -0.507; number 8, C, carries -0.570

# 5
DFT (wB97M-V/def2-TZVPD) results for the ion C4H9N2 with charge +1 in a non-equilibrium geometry.

Properties
LUMO energy (alpha / beta) ... -3.0261 / -9.3737 eV
Charge ... +1
2S+1 ... 3
Frontier orbital gap (alpha / beta) ... 10.50 / 6.80 eV
Energy above the lowest of the compared OMol25 structures with the same formula, charge and spin ... 429.7 kJ/mol

```
15
Properties=species:S:1:pos:R:3:forces:R:3
C -0.44743 -0.91448 0.50408 6.382 0.674 -2.003
C 1.08075 -0.55865 0.53029 -0.038 -3.378 -4.483
C -2.12721 1.07095 0.00881 -0.687 2.459 -2.268
C 1.98992 0.02372 -0.68018 1.755 -0.123 2.849
N -1.19331 -1.11329 -0.75090 0.549 -3.682 -2.824
N -1.43043 -0.09853 -0.12910 -1.197 2.219 2.390
H -0.67556 -1.46418 1.30360 -1.712 -1.910 3.237
H 1.65411 -1.52363 0.73783 -1.236 1.075 0.636
H 1.51965 -0.03065 -1.62465 -0.519 0.383 -0.991
H 1.08572 0.07075 1.31192 0.579 2.164 3.397
H -3.06251 0.82695 -0.53654 0.176 0.923 0.400
H -1.44170 1.74989 -0.54559 -1.111 0.547 -0.054
H -2.28294 1.56987 0.95359 -0.053 -0.849 0.716
H 2.92793 -0.68718 -0.72617 -1.848 1.524 0.035
H 2.40299 1.07845 -0.35699 -1.041 -2.025 -1.036
```
Positions in Å, forces in eV/Å.

Atomic partial charges in e from the Mulliken method, atoms 1 to 8: number 1, C, carries -0.034; number 2, C, carries -0.577; number 3, C, carries -0.547; number 4, C, carries -0.919; number 5, N, carries -0.579; number 6, N, carries 0.532; number 7, H, carries 0.491; number 8, H, carries 0.334

# 6
DFT (wB97M-V/def2-TZVPD) results for the molecule C9H11NO3S in a non-equilibrium geometry.

Properties
LUMO energy ... 0.2256 eV
SMILES string ... C[C@](O)(SCc1ccccc1)[N+](=O)[O-]
Frontier orbital gap ... 9.11 eV
Energy above the lowest of the compared OMol25 structures with the same formula, charge and spin ... 482.1 kJ/mol

```
25
Properties=species:S:1:pos:R:3:forces:R:3
C 3.34585 -0.82451 0.36008 -1.402 0.405 -2.907
C 1.92159 -0.11151 -0.09552 2.284 -0.230 1.374
O 1.60415 -0.28470 -1.38065 0.595 -0.396 -1.976
S 1.67372 1.59220 0.49048 0.973 -0.520 -0.711
C 0.19422 1.99256 -0.47459 -0.147 1.212 2.717
C -0.98720 1.08620 -0.14604 1.312 -0.034 -3.963
C -1.39172 0.35393 -1.29822 -3.737 -1.099 5.378
C -2.45749 -0.54101 -1.08406 -0.873 -0.401 1.005
C -3.11036 -0.66168 0.22341 3.834 1.293 -3.405
C -2.52329 -0.02077 1.27360 -2.923 -1.107 0.802
C -1.52013 0.81554 1.06259 4.186 3.232 3.109
N 0.91701 -0.93861 0.63052 -1.305 -1.319 1.600
O 0.71506 -0.74117 1.79154 0.477 0.288 1.327
O 0.34630 -1.82001 0.02968 0.124 -0.742 -1.005
H 3.47045 -0.73296 1.39934 -0.039 -0.398 1.388
H 3.27423 -1.86833 -0.07739 0.066 0.996 1.037
H 4.23349 -0.37087 -0.11619 -0.739 0.170 -0.021
H 1.44231 -1.25565 -1.48760 -0.134 0.880 -0.098
H 0.41687 2.06467 -1.51480 0.041 -0.085 -0.624
H 0.12544 3.02872 -0.03548 -0.626 -0.695 -0.752
H -1.08107 0.55805 -2.21973 1.695 0.599 -3.559
H -2.81520 -1.21773 -1.88732 0.177 0.755 0.446
H -3.90038 -1.28286 0.32628 -2.387 -1.885 0.332
H -2.96936 -0.08092 2.25229 0.092 -0.267 0.280
H -0.92447 1.26142 1.97778 -1.546 -0.653 -1.772
```
Positions in Å, forces in eV/Å.

Atomic partial charges in e from the Mulliken method, atoms 1 to 8: number 1, C, carries -1.172; number 2, C, carries 0.320; number 3, O, carries -0.485; number 4, S, carries -0.149; number 5, C, carries -0.964; number 6, C, carries 0.689; number 7, C, carries -0.805; number 8, C, carries -0.610